# 1
Density functional theory data (ωB97M-V/def2-TZVPD) for a cluster of 6 separate species, C33H28NO11S in total in a non-equilibrium geometry.

XYZ file:
```
74
C33H28NO11S | the OMol25 dataset | ωB97M-V/def2-TZVPD
C -1.980 -1.206 -3.283
C -1.065 -0.047 -3.343
O -0.976 0.671 -4.304
N -0.207 0.242 -2.215
C -0.570 -0.368 -0.902
S -0.077 1.896 -1.981
H -2.889 -0.888 -3.746
H -1.589 -1.992 -3.901
H -2.183 -1.593 -2.306
H -1.560 -0.072 -0.613
H -0.500 -1.429 -0.953
H 0.105 0.013 -0.159
H -1.153 2.206 -1.218
H -0.395 2.465 -3.158
C -3.892 -4.131 2.723
C -3.874 -3.372 1.631
C -2.947 -2.224 1.517
O -2.951 -1.495 0.536
C -2.023 -1.970 2.642
C -2.027 -2.725 3.735
C -2.976 -3.863 3.868
O -2.993 -4.554 4.857
H -4.568 -4.968 2.836
H -4.539 -3.541 0.794
H -1.352 -1.126 2.531
H -1.353 -2.532 4.560
C -1.727 -1.865 -7.133
C -1.434 -1.462 -8.366
C -0.944 -2.420 -9.393
O -0.675 -2.051 -10.512
C -0.798 -3.842 -8.988
C -1.092 -4.242 -7.755
C -1.578 -3.286 -6.732
O -1.844 -3.659 -5.606
H -2.084 -1.181 -6.373
H -1.536 -0.432 -8.682
H -0.441 -4.522 -9.751
H -0.992 -5.272 -7.438
C 1.564 -1.404 6.209
C 2.575 -1.445 7.073
C 2.350 -1.198 8.524
O 3.265 -1.233 9.312
C 0.960 -0.921 8.972
C -0.047 -0.879 8.106
C 0.185 -1.103 6.662
O -0.733 -1.038 5.861
H 1.697 -1.587 5.153
H 3.590 -1.656 6.773
H 0.822 -0.754 10.033
H -1.066 -0.672 8.405
C 1.046 6.327 -2.845
C 0.555 5.317 -2.138
C -0.478 5.516 -1.101
O -0.923 4.566 -0.474
C -0.954 6.893 -0.859
C -0.469 7.917 -1.558
C 0.568 7.719 -2.608
O 1.007 8.642 -3.247
H 1.803 6.199 -3.608
H 0.890 4.299 -2.267
H -1.710 7.014 -0.095
H -0.803 8.935 -1.403
C 5.371 -0.259 2.625
C 5.354 0.460 1.507
C 4.148 1.223 1.104
O 4.118 1.851 0.066
C 2.967 1.175 2.004
C 2.981 0.454 3.122
C 4.184 -0.332 3.514
O 4.195 -1.026 4.505
H 6.235 -0.835 2.932
H 6.203 0.517 0.839
H 2.104 1.755 1.696
H 2.129 0.401 3.788
```

Calculated values
* net charge: +1
* spin multiplicity: 1
* highest occupied orbital energy: -11.900 eV
* max |F|: 1.92 eV/A
* calculated total energy: -69508.96561 eV
* gap between HOMO and LUMO: 7.65 eV

Atom charges from the Löwdin analysis, given in e for atoms 1 to 8: 0.04, -0.50, 0.07, -0.35, -0.10, 1.18, 0.11, 0.08



# 2
Density functional theory data (ωB97M-V/def2-TZVPD) for a cluster of 2 separate species, C33H28O4S2 in total in a non-equilibrium geometry.

XYZ file:
```
67
C33H28O4S2 | the OMol25 dataset | ωB97M-V/def2-TZVPD
C -5.155 -2.206 3.654
C -3.793 -1.597 3.494
C -3.634 -0.297 2.987
C -2.388 0.168 2.603
C -1.224 -0.652 2.764
C 0.018 -0.315 2.170
C 1.278 -0.907 2.556
C 2.354 -0.155 3.107
C 3.510 -0.789 3.549
C 3.646 -2.181 3.427
C 2.588 -2.947 2.911
C 1.443 -2.315 2.451
C -1.389 -1.850 3.540
C -2.649 -2.331 3.832
H -5.093 -3.303 3.657
H -5.616 -1.885 4.598
H -5.821 -1.910 2.833
H -4.522 0.321 2.863
H -2.275 1.149 2.135
H 0.011 0.422 1.359
H 2.247 0.926 3.199
H 4.336 -0.203 3.964
H 4.584 -2.675 3.699
H 2.661 -4.032 2.842
H 0.628 -2.886 2.005
H -0.514 -2.435 3.823
H -2.758 -3.308 4.305
C 0.368 -3.577 -2.769
C -0.817 -3.111 -2.177
C -0.783 -1.992 -1.352
C 0.410 -1.227 -1.228
C 0.365 0.171 -0.882
S 1.910 1.091 -1.024
C 1.840 2.734 -0.301
C 2.338 3.766 -1.096
C 2.256 5.084 -0.649
C 1.754 5.357 0.627
C 1.383 4.302 1.467
C 1.469 2.978 1.023
O 2.937 0.411 -0.256
O 2.093 1.309 -2.450
S -0.942 1.147 -1.642
C -0.904 1.168 -3.465
C -0.110 2.082 -4.174
C -0.173 2.149 -5.571
C -1.020 1.286 -6.274
C -1.840 0.394 -5.574
C -1.769 0.324 -4.180
O -2.208 0.550 -1.281
O -0.656 2.516 -1.255
C 1.623 -1.882 -1.589
C 1.592 -2.972 -2.452
H 0.340 -4.455 -3.421
H -1.775 -3.602 -2.368
H -1.675 -1.685 -0.810
H 2.781 3.536 -2.062
H 2.596 5.880 -1.314
H 1.655 6.388 0.968
H 1.033 4.502 2.483
H 1.270 2.145 1.695
H 0.575 2.742 -3.647
H 0.450 2.877 -6.100
H -1.030 1.294 -7.362
H -2.540 -0.259 -6.102
H -2.389 -0.384 -3.628
H 2.584 -1.498 -1.265
H 2.532 -3.343 -2.872
```

Calculated values
* spin multiplicity: 1
* highest occupied orbital energy: -6.654 eV
* max |F|: 2.02 eV/A
* calculated total energy: -64530.77364 eV
* gap between HOMO and LUMO: 3.92 eV

Atom charges from the natural (NBO) analysis, given in e for atoms 1 to 8: -0.65, 0.11, -0.25, -0.08, -0.11, 0.11, -0.18, -0.08



# 3
Density functional theory data (ωB97M-V/def2-TZVPD) for a structure of composition C33H29AlFIN4O2.

XYZ file:
```
71
C33H29AlFIN4O2 | the OMol25 dataset | ωB97M-V/def2-TZVPD
Al -0.199 0.512 -0.282
C -0.936 1.143 -4.585
C 0.461 0.733 -4.227
N 1.295 0.360 -5.170
C 2.548 -0.027 -4.833
C 3.012 -0.055 -3.546
C 4.426 -0.498 -3.285
O 4.524 -1.579 -2.355
C 2.133 0.338 -2.510
C 2.620 0.394 -1.144
N 1.911 0.578 -0.081
C 2.621 0.807 1.143
C 3.863 1.448 1.141
C 4.556 1.692 2.313
C 4.012 1.321 3.534
C 2.763 0.723 3.567
C 2.076 0.480 2.385
I 0.184 -0.381 2.536
C 0.834 0.741 -2.849
O -0.040 1.135 -1.967
H -1.070 1.071 -5.661
H -1.135 2.164 -4.252
H -1.662 0.501 -4.079
H 3.191 -0.331 -5.654
H 5.014 0.316 -2.859
H 4.888 -0.763 -4.236
H 3.955 -2.294 -2.662
H 3.693 0.272 -1.024
H 4.275 1.800 0.203
H 5.513 2.196 2.272
H 4.543 1.513 4.459
H 2.314 0.446 4.512
C -3.330 -0.194 -0.179
N -2.207 0.735 0.025
C -2.510 1.976 0.254
C -1.466 2.887 0.504
C -1.436 4.258 0.747
C -0.086 4.581 0.897
C 0.628 3.386 0.738
N -0.197 2.352 0.519
C -4.225 -0.297 1.035
C -5.508 0.234 1.009
C -6.332 0.164 2.127
C -5.875 -0.439 3.289
C -4.592 -0.974 3.327
C -3.777 -0.902 2.207
H -2.921 -1.167 -0.430
H -3.928 0.132 -1.033
H -3.546 2.312 0.270
H -2.287 4.924 0.793
H 0.339 5.553 1.098
H 1.700 3.256 0.802
H -5.873 0.706 0.101
H -7.331 0.580 2.087
H -6.514 -0.496 4.162
H -4.226 -1.450 4.230
H -2.783 -1.330 2.245
F 0.602 -5.793 2.683
C 0.407 -4.762 1.828
C -0.875 -4.324 1.584
C -1.064 -3.263 0.702
C 0.001 -2.636 0.052
C -0.173 -1.457 -0.843
C 1.280 -3.134 0.326
C 1.496 -4.184 1.211
H -1.711 -4.808 2.076
H -2.079 -2.937 0.509
H -1.067 -1.564 -1.468
H 0.658 -1.458 -1.553
H 2.135 -2.669 -0.157
H 2.492 -4.557 1.419
```

Calculated values
* spin multiplicity: 1
* highest occupied orbital energy: -7.740 eV
* max |F|: 0.35 eV/A
* energy relative to the best compared isomer or geometry (same formula, charge and spin): 25.0 kcal/mol
* calculated total energy: -62166.20549 eV
* gap between HOMO and LUMO: 7.05 eV

Atom charges from the Löwdin analysis, given in e for atoms 1 to 8: -0.06, -0.02, -0.24, 0.12, -0.10, -0.16, -0.20, -0.06